[1]
ORCA calculation (ωB97M-V/def2-TZVPD) on 13 unconnected molecules or ions with the total composition C52H72N14P.

Computed properties:
LUMO level, hartree: 0.0653
Total charge: -1
Multiplicity: 1
Orbital gap, eV: 5.18

Structure (XYZ):
```
139
Properties=species:S:1:pos:R:3:lowdin_charge:R:1
C 2.894 0.805 -3.351 -0.21
C 3.976 0.226 -2.428 -0.46
P 3.979 -1.649 -2.446 0.73
C 5.364 -1.937 -3.706 -0.45
C 5.378 -1.029 -4.938 -0.20
N 4.598 -2.142 -1.005 -0.49
N 5.668 -1.261 -0.503 -0.17
H 1.913 0.692 -2.884 0.04
H 3.036 1.870 -3.557 0.06
H 2.838 0.241 -4.284 0.03
H 3.742 0.483 -1.391 0.05
H 4.952 0.670 -2.649 0.05
H 5.243 -2.976 -4.020 0.04
H 6.332 -1.870 -3.194 0.04
H 5.963 -1.476 -5.749 0.05
H 4.374 -0.874 -5.340 0.04
H 5.829 -0.058 -4.725 0.06
H 6.063 -1.742 0.303 0.03
H 6.425 -1.219 -1.193 0.02
N -0.954 2.600 -5.299 0.00
C -0.314 1.392 -5.216 -0.14
C -0.843 0.708 -4.155 -0.10
C -1.844 1.532 -3.574 -0.10
C -1.890 2.691 -4.300 -0.17
H -0.754 3.307 -5.982 0.14
H 0.465 1.125 -5.908 0.11
H -0.537 -0.271 -3.828 0.10
H -2.454 1.301 -2.717 0.09
H -2.499 3.573 -4.178 0.10
N 2.934 -2.539 1.414 0.03
C 2.187 -3.647 1.649 -0.14
C 1.406 -3.410 2.758 -0.16
C 1.705 -2.096 3.207 -0.15
C 2.654 -1.591 2.348 -0.14
H 3.604 -2.433 0.637 0.07
H 2.268 -4.509 1.010 0.11
H 0.697 -4.106 3.184 0.07
H 1.276 -1.580 4.052 0.08
H 3.147 -0.634 2.325 0.10
N 1.627 -3.906 6.172 0.02
C 2.889 -3.551 6.547 -0.15
C 2.959 -3.613 7.915 -0.12
C 1.680 -4.026 8.382 -0.12
C 0.883 -4.197 7.279 -0.15
H 1.303 -3.941 5.221 0.10
H 3.620 -3.280 5.803 0.10
H 3.827 -3.386 8.512 0.08
H 1.381 -4.176 9.407 0.08
H -0.147 -4.499 7.186 0.09
N -4.098 3.788 -6.819 0.02
C -5.216 4.564 -6.699 -0.13
C -5.993 4.354 -7.806 -0.11
C -5.316 3.411 -8.625 -0.11
C -4.149 3.079 -7.985 -0.14
H -3.352 3.734 -6.150 0.10
H -5.371 5.197 -5.842 0.11
H -6.943 4.824 -8.002 0.08
H -5.661 3.025 -9.571 0.07
H -3.353 2.402 -8.249 0.10
N -4.165 -3.326 6.476 0.00
C -2.900 -2.978 6.864 -0.14
C -2.850 -3.040 8.230 -0.11
C -4.137 -3.444 8.683 -0.11
C -4.926 -3.614 7.576 -0.15
H -4.488 -3.368 5.528 0.11
H -2.147 -2.716 6.139 0.11
H -1.986 -2.820 8.835 0.09
H -4.446 -3.596 9.704 0.09
H -5.955 -3.915 7.475 0.10
N 6.791 -3.494 6.983 0.01
C 7.572 -4.267 7.796 -0.15
C 8.504 -3.450 8.380 -0.12
C 8.273 -2.132 7.898 -0.12
C 7.208 -2.194 7.039 -0.14
H 6.024 -3.832 6.429 0.13
H 7.398 -5.325 7.890 0.10
H 9.267 -3.762 9.074 0.08
H 8.824 -1.243 8.153 0.09
H 6.714 -1.427 6.467 0.11
N -3.948 1.520 -11.340 0.01
C -4.814 1.559 -12.397 -0.14
C -4.182 1.003 -13.478 -0.12
C -2.883 0.612 -13.054 -0.12
C -2.771 0.944 -11.729 -0.14
H -4.148 1.864 -10.419 0.10
H -5.800 1.977 -12.292 0.10
H -4.604 0.889 -14.463 0.09
H -2.121 0.141 -13.651 0.09
H -1.957 0.817 -11.036 0.11
N -6.256 -2.580 3.362 0.00
C -7.323 -2.670 2.509 -0.14
C -8.369 -1.989 3.070 -0.11
C -7.914 -1.464 4.309 -0.11
C -6.609 -1.843 4.463 -0.15
H -5.357 -2.989 3.189 0.14
H -7.245 -3.206 1.579 0.11
H -9.350 -1.877 2.639 0.09
H -8.475 -0.868 5.011 0.08
H -5.918 -1.640 5.264 0.10
N -9.732 5.540 -6.437 0.00
C -9.641 6.736 -5.776 -0.15
C -8.969 6.515 -4.604 -0.11
C -8.641 5.132 -4.557 -0.12
C -9.125 4.559 -5.702 -0.15
H -10.177 5.404 -7.325 0.14
H -10.058 7.636 -6.194 0.10
H -8.737 7.261 -3.862 0.09
H -8.109 4.618 -3.774 0.09
H -9.083 3.544 -6.056 0.11
N 7.239 1.178 0.723 0.02
C 6.272 1.815 1.439 -0.14
C 6.685 3.105 1.661 -0.12
C 7.955 3.250 1.040 -0.13
C 8.264 2.041 0.468 -0.15
H 7.160 0.224 0.413 0.10
H 5.371 1.298 1.719 0.10
H 6.134 3.859 2.198 0.08
H 8.566 4.138 1.013 0.08
H 9.126 1.724 -0.095 0.08
N 11.614 2.429 -1.372 0.00
C 10.721 2.254 -2.393 -0.15
C 11.382 1.657 -3.432 -0.11
C 12.729 1.462 -3.019 -0.12
C 12.840 1.948 -1.743 -0.15
H 11.399 2.846 -0.485 0.14
H 9.696 2.568 -2.293 0.10
H 10.948 1.385 -4.379 0.09
H 13.524 1.013 -3.591 0.09
H 13.680 1.989 -1.072 0.10
N -8.755 -0.294 9.368 0.00
C -9.944 0.307 9.678 -0.15
C -10.829 0.029 8.670 -0.12
C -10.145 -0.772 7.715 -0.12
C -8.868 -0.954 8.176 -0.14
H -7.923 -0.256 9.927 0.14
H -10.060 0.879 10.583 0.10
H -11.852 0.363 8.621 0.09
H -10.544 -1.169 6.796 0.09
H -8.035 -1.493 7.758 0.10
```

=====

[2]
ORCA calculation (ωB97M-V/def2-TZVPD) on 2 unconnected molecules or ions with the total composition C7H16O3 in a non-equilibrium geometry.

Computed properties:
LUMO level, hartree: 0.0222
Energy above the lowest of the compared OMol25 structures with the same formula, charge and spin, kcal per mole: 33.4
Multiplicity: 1
Orbital gap, eV: 9.60
SMILES: CCC(C)(O)O.CC(C)=O

Structure (XYZ):
```
26
Properties=species:S:1:pos:R:3:nbo_charge:R:1
C -0.885 -0.786 -1.630 -0.62
C -1.182 -0.297 -0.222 -0.47
C -0.733 1.471 -0.063 0.58
C -1.979 2.223 -0.512 -0.66
O 0.364 1.641 -0.915 -0.76
O -0.405 1.787 1.192 -0.76
H -1.348 -0.140 -2.379 0.20
H -1.273 -1.794 -1.786 0.20
H 0.187 -0.800 -1.828 0.20
H -2.255 -0.208 -0.050 0.20
H -0.874 -1.021 0.523 0.19
H -2.792 2.037 0.183 0.23
H -1.758 3.290 -0.518 0.21
H -2.273 1.921 -1.515 0.21
H 0.198 2.312 -1.579 0.48
H 0.180 1.011 1.700 0.50
C 1.136 -2.352 1.369 -0.73
C 1.335 -0.867 1.277 0.68
C 2.342 -0.386 0.280 -0.76
O 0.911 -0.128 2.182 -0.60
H 0.783 -2.737 0.412 0.24
H 0.427 -2.611 2.153 0.24
H 2.090 -2.830 1.589 0.25
H 2.471 -1.087 -0.540 0.22
H 3.293 -0.228 0.801 0.25
H 2.041 0.580 -0.124 0.29
```

=====

[3]
ORCA calculation (ωB97M-V/def2-TZVPD) on 3 unconnected molecules or ions with the total composition C14H29ClFN2O3 in a non-equilibrium geometry.

Computed properties:
LUMO level, hartree: -0.1332
Total charge: +1
Multiplicity: 1
Orbital gap, eV: 8.65

Structure (XYZ):
```
50
Properties=species:S:1:pos:R:3:nbo_charge:R:1
C 1.280 0.248 -0.104 -0.30
O 0.759 0.069 1.225 -0.51
C -0.623 0.401 1.307 -0.13
C -0.790 1.930 0.962 0.45
N 0.061 2.799 1.628 -0.52
C -0.269 4.070 1.107 0.55
F 0.386 5.197 1.501 -0.26
C -1.346 3.928 0.122 -0.13
N -1.636 2.532 0.064 -0.31
C -2.591 1.756 -0.759 -0.25
C -3.718 1.219 0.248 -0.18
C -4.603 2.386 0.849 -0.65
Cl -4.825 0.033 -0.609 -0.04
H 0.669 -0.234 -0.920 0.19
H 2.293 -0.264 -0.128 0.24
H 1.481 1.327 -0.385 0.17
H -1.252 -0.208 0.586 0.21
H -0.960 0.146 2.358 0.25
H 0.752 2.507 2.324 0.49
H -1.825 4.724 -0.493 0.28
H -2.112 0.832 -1.201 0.25
H -3.084 2.392 -1.540 0.26
H -3.288 0.656 1.122 0.22
H -5.063 3.051 0.066 0.23
H -5.465 1.902 1.403 0.26
H -4.021 2.973 1.626 0.22
C 6.469 0.081 0.483 -0.63
C 5.228 -0.627 1.005 0.10
C 5.406 -1.062 2.451 -0.63
O 4.956 -1.769 0.195 -0.73
H 7.337 -0.584 0.512 0.21
H 6.332 0.378 -0.559 0.22
H 6.694 0.972 1.074 0.21
H 4.365 0.039 0.925 0.15
H 6.238 -1.766 2.547 0.21
H 4.512 -1.578 2.809 0.22
H 5.598 -0.205 3.101 0.21
H 5.713 -2.365 0.257 0.47
C -1.418 -2.513 -1.743 -0.63
C -2.350 -3.676 -2.047 0.09
C -3.093 -3.462 -3.357 -0.63
O -3.290 -3.822 -0.986 -0.71
H -1.983 -1.578 -1.640 0.17
H -0.899 -2.675 -0.794 0.21
H -0.673 -2.386 -2.532 0.22
H -1.774 -4.603 -2.099 0.19
H -3.713 -2.561 -3.310 0.19
H -3.766 -4.299 -3.556 0.23
H -2.399 -3.364 -4.194 0.21
H -3.806 -3.007 -0.932 0.46
```

=====

[4]
ORCA calculation (ωB97M-V/def2-TZVPD) on 2 unconnected molecules or ions with the total composition CH2F2S in a non-equilibrium geometry.

Computed properties:
LUMO level (spin up / spin down), hartree: -0.0093 / -0.0926
Energy above the lowest of the compared OMol25 structures with the same formula, charge and spin, kcal per mole: 75.0
Multiplicity: 1
Orbital gap (spin up / spin down), eV: 9.85 / 6.02

Structure (XYZ):
```
6
Properties=species:S:1:pos:R:3:nbo_charge:R:1
C 0.676 0.818 0.606 0.08
F 0.452 0.487 1.852 -0.33
F -0.770 -2.010 -2.041 -0.47
S -1.819 -1.293 -0.965 0.44
H 1.659 0.937 0.377 0.14
H -0.198 1.061 0.171 0.13
```

=====

[5]
ORCA calculation (ωB97M-V/def2-TZVPD) on 11 unconnected molecules or ions with the total composition H22O11 in a non-equilibrium geometry.

Computed properties:
LUMO level, hartree: -0.0328
Energy above the lowest of the compared OMol25 structures with the same formula, charge and spin, kcal per mole: 105.6
Multiplicity: 1
Orbital gap, eV: 9.00
SMILES: O.O.O.O.O.O.O.O.O.O.O

Structure (XYZ):
```
33
Properties=species:S:1:pos:R:3:nbo_charge:R:1
O -2.969 -0.237 -1.080 -0.99
H -2.369 -0.865 -1.643 0.48
H -2.559 0.137 -0.254 0.51
O 2.359 -3.454 -1.457 -0.95
H 1.960 -3.030 -2.190 0.46
H 2.309 -2.603 -0.765 0.47
O -1.955 1.993 -3.037 -0.92
H -0.958 1.945 -2.734 0.44
H -2.374 1.747 -2.296 0.48
O -1.596 1.381 1.757 -0.97
H -1.026 1.121 2.505 0.47
H -0.997 1.918 1.148 0.52
O -1.067 -2.854 0.506 -0.93
H -1.720 -3.493 0.380 0.48
H -0.397 -3.323 0.920 0.46
O -0.139 3.068 -0.046 -0.98
H 0.388 2.503 -0.708 0.47
H -0.179 3.970 -0.518 0.48
O -2.469 -1.000 2.070 -0.97
H -1.970 -0.214 1.961 0.47
H -1.892 -1.434 1.484 0.46
O 2.603 1.058 2.517 -0.92
H 2.061 0.559 3.065 0.46
H 2.387 0.810 1.696 0.46
O 0.932 1.673 -1.824 -0.95
H 1.699 2.164 -1.947 0.50
H 0.915 1.248 -2.767 0.52
O 2.290 -1.491 0.859 -0.96
H 2.284 -2.161 1.557 0.49
H 3.225 -1.463 0.654 0.49
O 0.146 0.211 0.332 -0.98
H 0.386 0.615 -0.586 0.47
H 0.694 -0.497 0.441 0.47
```